CH4N2O in the gas phase. Source: OMol25; level of theory: the ωB97M-V functional and the def2-TZVPD basis.

* molar mass: 60.056 g mol⁻¹
* Kohn-Sham gap: 10.9215 eV
* total energy: -225.14543 Ha
* ΔE to the lowest compared entry with this formula, charge and spin: 384.8 kJ/mol

```
8
CH4N2O the ωB97M-V functional and the def2-TZVPD basis
H 1.79 -1.30 0.06
N 0.79 -1.28 -0.02
N 0.54 -0.06 -0.05
C -0.89 0.35 0.02
O 1.40 0.83 0.03
H -1.09 1.26 0.74
H -1.11 0.66 -0.93
H -1.44 -0.47 0.16
```